(1)
{
  "formula": "C13H10F5NSTi",
  "method": "wB97M-V/def2-TZVPD",
  "species": ["C", "C", "C", "C", "C", "Ti", "N", "C", "C", "H", "H", "H", "H", "H", "H", "H", "H", "H", "H", "F", "C", "C", "F", "C", "F", "C", "S", "C", "F", "C", "F"],
  "positions_angstrom": [[0.87919, -0.63706, -3.03290], [0.95267, -1.99825, -2.57080], [1.71898, -2.03525, -1.37474], [2.13117, -0.70633, -1.06099], [1.68421, 0.16976, -2.11514], [-0.26591, 0.08908, -1.15353], [0.46813, 1.62970, -0.31914], [-2.17315, -0.32246, -2.12853], [-2.05291, -1.68824, -2.12513], [1.99783, -2.94054, -0.83625], [0.52090, -2.85399, -3.07132], [2.80052, -0.42394, -0.24989], [1.93726, 1.20600, -2.28163], [0.47588, -0.28983, -3.97894], [-1.74383, -2.22216, -3.02067], [-2.88864, 0.16835, -1.45134], [-0.04209, 2.53792, -0.31482], [-2.62750, -2.28612, -1.41348], [-1.88512, 0.31075, -2.99664], [0.10138, 3.09609, 4.77444], [-0.03458, 2.05729, 3.93215], [1.07493, 1.27607, 3.60828], [2.27384, 1.54708, 4.16549], [0.94983, 0.25387, 2.67546], [2.01856, -0.52256, 2.39784], [-0.27170, 0.01481, 2.01454], [-0.45283, -1.24029, 0.84150], [-1.38141, 0.80084, 2.38317], [-2.57472, 0.58206, 1.78680], [-1.26650, 1.81804, 3.32135], [-2.32437, 2.60933, 3.59488]],
  "forces_ev_per_angstrom": [[1.4360, -0.0498, 0.6464], [0.4789, 0.8852, 0.4158], [-0.2520, 0.7784, -1.0309], [0.1181, 0.0920, -1.4430], [0.7330, -1.5386, -1.2534], [2.0714, 0.7155, 3.3514], [-2.6688, -1.2676, -1.6262], [-0.4244, 2.4711, -0.6091], [-0.6456, -1.1951, -0.1852], [-0.3592, 0.3800, 0.0574], [-0.1220, 0.0849, 0.1728], [-0.5471, 0.0147, -0.1149], [0.0843, -0.2731, 0.2204], [0.0104, -0.0902, 0.1678], [0.2614, 0.1241, 0.2662], [0.3011, -0.1518, -0.1618], [0.2328, -0.4901, 0.1684], [0.3948, 0.2567, -0.0015], [-0.5749, -0.6382, 0.1789], [-0.0207, -0.0673, 0.0783], [0.0074, -0.1238, -0.4139], [-0.1385, -0.0668, -0.2291], [-0.3477, -0.0498, -0.0067], [-0.6850, -0.0503, -0.1429], [-0.3524, 0.5072, 0.1739], [-0.1112, 0.5117, 0.9813], [-0.4068, -0.6039, 0.0666], [0.6446, -0.1987, 0.0544], [0.4696, 0.3153, 0.3739], [0.1562, -0.1586, -0.2608], [0.2562, -0.1230, 0.1054]],
  "spin_multiplicity": 2,
  "gap_ev": [5.53, 6.81],
  "homo_ev": [-2.67, -3.97],
  "total_charge": -1,
  "e_lumo_ev": [2.87, 2.84],
  "molar_mass_g_mol": 355.2
}

(2)
{
  "formula": "C4H2O2Rb",
  "method": "wB97M-V/def2-TZVPD",
  "species": ["H", "O", "C", "C", "C", "C", "O", "Rb", "H"],
  "positions_angstrom": [[-0.82494, -0.13833, 2.22590], [-3.57378, -0.09174, 0.63349], [-2.47913, -0.06589, 0.91189], [-1.12967, 0.11485, 1.19651], [-0.40782, 0.23306, 0.06813], [0.84034, 0.41324, -0.45933], [1.60556, -0.48182, -0.89949], [4.85941, -1.46953, -3.11249], [1.11003, 1.48615, -0.56462]],
  "forces_ev_per_angstrom": [[-0.0079, 0.4228, -0.3469], [0.2896, -0.2890, 0.0721], [-0.0758, 0.7596, -0.2764], [0.2166, -1.1103, 0.5684], [-0.8335, 0.2870, -0.0561], [1.2011, -0.8176, -0.3884], [-0.3926, 0.7601, 0.1936], [-0.2802, 0.0737, 0.1866], [-0.1174, -0.0863, 0.0472]],
  "gap_ev": 7.28,
  "homo_ev": -11.18,
  "e_above_lowest_kcal_mol": 3.6,
  "total_charge": 1,
  "e_lumo_ev": -3.89,
  "molar_mass_g_mol": 167.5
}

(3)
{
  "formula": "C5H4ClO2",
  "method": "wB97M-V/def2-TZVPD",
  "species": ["C", "C", "C", "C", "C", "O", "O", "Cl", "H", "H", "H", "H"],
  "positions_angstrom": [[2.02547, 0.47811, -1.49919], [0.90124, 0.90784, -1.51482], [-2.34585, 0.98736, -0.37276], [-0.66204, -0.51147, 0.75884], [-1.83734, -0.39863, 0.12802], [-2.11454, 1.26823, -1.53960], [-2.97086, 1.54207, 0.51539], [-2.71834, -1.75388, -0.39926], [2.95452, 0.13286, -1.78727], [-0.22479, 0.95906, -1.62945], [-0.29478, -1.44818, 1.08520], [-0.11641, 0.36806, 1.16719]],
  "forces_ev_per_angstrom": [[-1.2065, 0.7449, -0.2842], [-1.3631, -0.7911, -0.3927], [-0.4495, -2.1290, 1.4065], [-0.8521, 0.9491, 0.6510], [2.1707, 1.4095, -0.1720], [0.6451, 0.5727, -1.7067], [-0.8665, 1.5528, 0.8628], [-0.5121, -0.9210, -0.2236], [1.4104, -0.3882, 0.0803], [1.2777, 0.5588, 0.3802], [0.3726, -0.9834, 0.1306], [-0.6267, -0.5750, -0.7324]],
  "gap_ev": 8.10,
  "homo_ev": -4.51,
  "e_above_lowest_kcal_mol": 32.3,
  "total_charge": -1,
  "e_lumo_ev": 3.59,
  "molar_mass_g_mol": 131.5
}

(4)
{
  "formula": "C5H11NO4S",
  "method": "wB97M-V/def2-TZVPD",
  "species": ["C", "C", "O", "N", "C", "C", "C", "S", "O", "O", "O", "H", "H", "H", "H", "H", "H", "H", "H", "H", "H", "H"],
  "positions_angstrom": [[3.57936, 1.49117, 0.03685], [3.50495, -0.14828, 0.16357], [4.45746, -0.80918, -0.14407], [2.24821, -0.87818, 0.17656], [0.89256, -0.47750, 0.37622], [0.09337, 0.09394, -0.81553], [-1.07665, 1.04178, -0.49174], [-2.44661, -0.05068, -0.00792], [-3.75982, 0.66751, -0.11162], [-2.47196, -1.32618, -0.83456], [-1.86457, -0.02695, 1.51360], [4.49820, 1.97698, -0.45204], [2.84098, 1.95189, -0.70820], [3.70355, 2.01063, 1.01305], [2.36462, -1.80195, -0.09565], [0.56385, -1.22578, 1.18700], [0.86878, 0.41972, 0.96972], [0.85182, 0.78255, -1.38759], [-0.09373, -0.63823, -1.58485], [-1.35182, 1.75808, -1.30379], [-0.86358, 1.81376, 0.22157], [-2.82477, -0.13756, 2.02857]],
  "forces_ev_per_angstrom": [[0.4387, 0.5755, -0.5096], [-1.8275, 0.7019, -2.8308], [0.9922, 0.0028, 0.7830], [1.6462, 3.4613, 0.1959], [-0.3015, 0.7526, 2.4578], [2.2584, 1.3071, -1.7309], [-0.1297, -0.7122, -1.8184], [-2.4590, 0.6388, -4.1116], [2.9983, -1.4137, 1.3854], [1.0172, 3.3040, 3.4708], [-5.2165, -1.6399, 1.3124], [-0.4948, -2.1034, 0.4345], [0.1183, -0.9034, 1.7618], [-1.1602, -0.4304, -0.4160], [0.6564, -1.7813, -0.4331], [-0.9054, 0.7548, -1.9907], [0.6494, 0.4818, 0.8810], [-0.9873, -1.1340, 1.2509], [-0.7954, -0.2887, -0.0713], [-0.1767, -1.4857, -0.2208], [0.1195, -0.3862, 1.3434], [3.5594, 0.2981, -1.1439]],
  "smiles": "CC(=O)NCCCS(=O)(=O)O",
  "gap_ev": 9.79,
  "homo_ev": -9.68,
  "e_above_lowest_kcal_mol": 97.0,
  "total_charge": 0,
  "e_lumo_ev": 0.11,
  "molar_mass_g_mol": 181.2
}